P:
16
Properties=species:S:1:pos:R:3:mulliken_charge:R:1 method="wB97M-V/def2-TZVPD" lumo_ev=-4.51 charge=+1 smiles="C[C@@H]1NNN=[N+]1C" gap_ev=9.85
C 0.7742 -0.4247 -0.2313 -0.093
C 0.5896 0.5582 -1.3541 -0.977
C -0.8556 0.7007 1.8390 -0.819
N -1.6080 -1.1204 0.3028 -0.333
N 0.3591 -1.6957 -0.7121 -0.205
N -1.0314 -1.9128 -0.5049 0.083
N -0.6898 -0.2314 0.6376 0.331
H 1.6124 -0.3969 0.4152 0.461
H 1.4495 0.3514 -2.1330 0.324
H 0.5555 1.5831 -1.0468 0.368
H -0.4060 0.3911 -1.8567 0.286
H -1.2892 0.1543 2.6149 0.352
H -1.4002 1.5530 1.6775 0.327
H 0.1207 0.9384 2.0951 0.343
H 0.8122 -2.5037 -0.4729 0.257
H -1.4326 -2.4648 -1.2528 0.294

Q:
16
Properties=species:S:1:pos:R:3:mulliken_charge:R:1 method="wB97M-V/def2-TZVPD" lumo_ev=-3.66 charge=+1 gap_ev=8.93
C -1.2171 -0.9098 0.3396 0.129
C -1.8769 1.2861 -0.3318 -0.835
C 2.6044 1.4115 0.4304 -0.166
N -0.4940 -2.0245 0.3165 -0.241
N 2.1989 -0.6464 -0.5686 -0.816
N 2.6147 0.2586 0.1411 0.389
N -0.8045 0.3264 -0.0888 -0.120
H -2.2530 -1.0156 0.8242 0.242
H -2.1524 1.1673 -1.4264 0.308
H -2.6216 1.0803 0.3626 0.380
H -1.3694 2.2600 -0.1717 0.283
H 2.7474 2.2059 1.0859 0.385
H -0.7350 -2.6447 1.0036 0.285
H 2.8118 -1.1020 -1.2880 0.224
H 0.0721 0.3363 -0.7104 0.306
H 0.4747 -1.9892 0.0817 0.248

R:
16
Properties=species:S:1:pos:R:3:mulliken_charge:R:1 method="wB97M-V/def2-TZVPD" lumo_ev=-3.15 charge=+1 smiles="C[C@H]1NC(N)=N[NH2+]1" gap_ev=10.64
C 0.3545 -1.2711 -0.5598 0.475
C -0.6244 0.7914 0.3388 0.110
C 0.1376 2.0967 0.1951 -1.318
N 0.6643 -1.3714 0.7111 -0.747
N -0.3879 -0.1232 -0.8110 -0.302
N 0.7354 -2.1133 -1.5066 -0.373
N -0.0413 -0.3105 1.4258 0.018
H -1.7083 0.7084 0.6692 0.384
H -0.1483 2.7044 -0.6122 0.422
H 1.1220 2.0423 0.0356 0.445
H -0.1818 2.8028 1.0768 0.325
H -1.1517 -0.0521 -1.5078 0.291
H 0.0399 -2.3089 -2.2418 0.264
H 1.3928 -2.8706 -1.2507 0.278
H -0.7074 -0.9279 1.8814 0.360
H 0.5046 0.2032 2.1562 0.367

Most stable: R

P:
16
Properties=species:S:1:pos:R:3:mulliken_charge:R:1 method="wB97M-V/def2-TZVPD" lumo_ev="-4.83 / -4.83" charge=+1 gap_ev="7.88 / 7.88"
C 0.5665 1.0556 -0.5707 -0.156
C -1.4868 -0.1927 -0.6826 -0.220
C 3.5895 -0.8536 0.4161 -0.549
N -0.5625 0.4399 -0.3676 0.044
N 1.7671 0.5645 -0.1399 0.255
N -4.4361 -0.2567 0.2532 -0.783
N 2.1560 -0.5233 0.3730 -0.446
H 0.5079 2.1238 -0.7487 0.282
H -2.4335 -0.5626 -0.7842 0.694
H 4.0778 0.1492 0.0529 0.247
H 3.8180 -0.9055 1.5994 0.256
H 4.0823 -1.7508 -0.1405 0.276
H 2.4868 1.2740 -0.5456 0.315
H -5.2783 -0.8599 0.0862 0.252
H -4.6776 0.7474 -0.0195 0.269
H -4.1771 -0.4494 1.2186 0.264

Q:
16
Properties=species:S:1:pos:R:3:mulliken_charge:R:1 method="wB97M-V/def2-TZVPD" lumo_ev=-3.34 charge=+1 smiles="C[C@@H]1N[NH2+]N=C1N" gap_ev=11.03
C -0.4239 -0.9631 -0.1172 0.308
C 0.4190 0.3522 -0.3835 0.476
C 1.6889 0.6005 0.3331 -1.177
N -1.5942 -0.6528 0.3396 -0.700
N -0.6217 1.4022 -0.3095 -0.474
N 0.1067 -2.2384 -0.1007 -0.414
N -1.9026 0.6960 0.1217 0.177
H 0.5457 0.3463 -1.5464 0.213
H 1.9458 0.0341 1.3113 0.304
H 1.8471 1.6481 0.4944 0.385
H 2.5312 0.3170 -0.2805 0.341
H -0.3406 2.2144 0.2778 0.283
H 0.9620 -2.4228 -0.6025 0.239
H -0.3918 -3.1292 0.1988 0.275
H -2.5363 0.7760 -0.7708 0.395
H -2.2352 1.0195 1.0344 0.370

R:
16
Properties=species:S:1:pos:R:3:mulliken_charge:R:1 method="wB97M-V/def2-TZVPD" lumo_ev=-3.73 charge=+1 smiles="N[N+]1=CNNCC1" gap_ev=9.05
C -0.3891 0.2748 1.0298 -0.609
C 0.5019 1.4181 0.6233 -0.503
C 0.2925 -0.7764 -0.8815 -0.061
N 0.3215 0.4290 -1.5007 -0.030
N 0.0129 -0.9602 0.4121 0.514
N -0.4922 -2.1457 0.7925 -0.837
N 0.1650 1.5738 -0.7934 -0.246
H -0.5859 0.2390 2.0590 0.470
H -1.3421 0.5595 0.6376 0.350
H 0.1165 2.2837 1.1273 0.406
H 1.5870 1.3201 0.8218 0.220
H 0.1634 -1.5300 -1.7024 0.305
H 0.4533 0.3990 -2.4955 0.250
H 0.1029 -2.7548 1.2676 0.258
H -0.8220 -2.7215 -0.0522 0.263
H -0.0856 2.3917 -1.3453 0.248

Most stable: Q

P:
12
Properties=species:S:1:pos:R:3:mulliken_charge:R:1 method="wB97M-V/def2-TZVPD" lumo_ev=0.26 charge=0 smiles="OC=C=C1CC1" gap_ev=8.59
C -1.1515 0.1762 -0.3751 -0.811
C -1.2393 -1.3218 -0.0892 -0.383
C 0.0592 -0.6754 -0.1548 0.488
C 1.3548 -0.5280 -0.0108 -0.577
C 2.0230 0.6265 0.1448 0.065
O 1.4788 1.6124 0.8840 -0.433
H -1.4389 0.8231 0.4599 0.307
H 0.5216 1.4157 0.8464 0.305
H -1.4359 0.5714 -1.3449 0.227
H -1.5117 -1.9167 -0.9562 0.221
H -1.6579 -1.6687 0.8509 0.229
H 2.9979 0.8854 -0.2551 0.364

Q:
12
Properties=species:S:1:pos:R:3:mulliken_charge:R:1 method="wB97M-V/def2-TZVPD" lumo_ev=1.04 charge=0 smiles=C#CC[C@H]1CO1 gap_ev=11.25
C -0.7005 2.2656 1.4026 0.164
C -0.4553 1.5047 0.5041 -0.390
C -0.1568 0.6191 -0.6198 -0.824
C 0.7373 -0.5475 -0.2893 0.084
C 0.1380 -1.8483 -0.0801 -0.466
O 0.7702 -1.5289 -1.3145 -0.418
H -0.9164 2.9427 2.1973 0.409
H 0.3138 1.1899 -1.4215 0.260
H -1.0810 0.1990 -1.0304 0.288
H 1.6608 -0.3717 0.2557 0.402
H -0.9467 -1.8946 -0.0876 0.231
H 0.6784 -2.5748 0.5171 0.259

R:
12
Properties=species:S:1:pos:R:3:mulliken_charge:R:1 method="wB97M-V/def2-TZVPD" lumo_ev=0.53 charge=0 smiles="OC=C=C1CC1" gap_ev=9.23
O 1.0092 1.5689 -0.9941 -0.515
C 0.1057 -0.5209 0.3216 0.446
C -1.0079 -1.1555 -0.3693 -0.434
C -1.2277 -0.2935 0.8731 -0.548
C 1.3845 -0.2571 0.3347 -0.245
C 1.9211 0.7554 -0.3056 -0.315
H 0.3633 1.8828 -0.3496 0.317
H -1.3073 -0.7393 -1.3318 0.215
H -1.0611 -2.2334 -0.2909 0.228
H -1.6924 0.6838 0.7280 0.210
H -1.4325 -0.7574 1.8287 0.235
H 2.9450 1.0663 -0.4448 0.406

Most stable: Q

P:
12
Properties=species:S:1:pos:R:3:mulliken_charge:R:1 method="wB97M-V/def2-TZVPD" lumo_ev="-0.72 / -0.72" charge=0 smiles="C[C@@H]1C=C=CO1" gap_ev="7.75 / 7.75"
C -1.1445 0.9377 0.0717 -1.170
C -0.5460 -0.4696 0.0476 0.406
O 0.2975 -0.5482 -1.1739 -0.398
C 0.5852 -0.8176 0.9758 -0.121
C 1.7399 -0.1959 0.6308 -0.425
C 1.5144 -0.0523 -0.7066 -0.229
H -0.3325 1.6726 0.0352 0.311
H -1.7445 1.1255 0.9684 0.335
H -1.7785 1.0846 -0.8100 0.308
H -1.3376 -1.2299 0.0478 0.300
H 0.5910 -1.8091 1.4215 0.322
H 2.1555 0.3022 -1.5083 0.361

Q:
12
Properties=species:S:1:pos:R:3:mulliken_charge:R:1 method="wB97M-V/def2-TZVPD" lumo_ev=0.94 charge=0 smiles="C#C[C@@H](C)C=O" gap_ev=10.81
C -0.1083 1.4243 0.2530 -1.330
C -0.1417 -0.0869 0.4809 0.500
C -1.3796 -0.7411 -0.1311 -0.131
O -2.1709 -0.1597 -0.8281 -0.456
C 1.0271 -0.7477 -0.1167 -0.853
C 1.9534 -1.2553 -0.6937 0.219
H 0.7437 1.8639 0.7788 0.390
H -0.0097 1.6412 -0.8133 0.313
H -1.0309 1.8873 0.6131 0.333
H -0.1658 -0.3133 1.5577 0.243
H -1.4987 -1.8186 0.1057 0.347
H 2.7813 -1.6943 -1.2062 0.424

R:
12
Properties=species:S:1:pos:R:3:mulliken_charge:R:1 method="wB97M-V/def2-TZVPD" lumo_ev=0.71 charge=0 smiles="C=C=C(C)C=O" gap_ev=10.49
C 0.2431 -0.6416 1.6107 -1.143
C -0.1178 -0.0030 0.2964 0.560
C 0.2750 -0.3331 -0.9124 0.114
C 0.5772 -0.4283 -2.1773 -0.760
C -0.9276 1.2522 0.2700 -0.078
O -0.9850 2.0392 1.1845 -0.481
H 1.1047 -1.3070 1.5180 0.327
H -0.6009 -1.2267 1.9949 0.285
H 0.4630 0.1356 2.3485 0.322
H 0.0036 -1.0537 -2.8550 0.250
H 1.4129 0.1357 -2.5852 0.246
H -1.4482 1.4306 -0.6932 0.357

Most stable: R

P:
12
Properties=species:S:1:pos:R:3:mulliken_charge:R:1 method="wB97M-V/def2-TZVPD" lumo_ev=0.74 charge=0 smiles="C#C[C@@H](C)C=O" gap_ev=10.40
C -0.0336 1.3509 0.2823 -1.273
C -0.2708 -0.1480 0.5765 0.368
C -1.4272 -0.8416 -0.1127 -0.139
O -1.1710 -1.3624 -1.1722 -0.410
C 0.8273 -0.7980 -0.1926 -0.790
C 1.7859 -1.0504 -0.8767 0.091
H 0.9824 1.5752 0.6269 0.305
H -0.0487 1.5009 -0.7993 0.360
H -0.7268 2.0407 0.7686 0.368
H -0.3108 -0.2804 1.6768 0.329
H -2.4252 -0.9840 0.3242 0.376
H 2.8186 -1.0029 -1.1018 0.416

Q:
12
Properties=species:S:1:pos:R:3:mulliken_charge:R:1 method="wB97M-V/def2-TZVPD" lumo_ev="-0.73 / -1.31" charge=0 gap_ev="7.82 / 7.75"
C -1.7522 1.0146 -0.2416 -0.956
C -0.8319 -0.1159 0.1216 0.670
O -0.9963 -0.7847 1.1291 -0.529
C 0.3669 -0.3128 -0.6946 -0.444
C 1.5317 -0.6521 -0.0684 -0.013
C 2.1720 -0.3758 1.1129 -0.431
H -2.7862 0.7665 0.0005 0.291
H -1.6524 1.3367 -1.2815 0.335
H -1.4351 1.8430 0.4024 0.251
H 0.3309 -0.3207 -1.7831 0.331
H 1.9932 -1.3537 -0.7675 0.269
H 2.6555 -1.1755 1.6844 0.226

R:
12
Properties=species:S:1:pos:R:3:mulliken_charge:R:1 method="wB97M-V/def2-TZVPD" lumo_ev=1.18 charge=0 smiles="C1=C[C@H]2O[C@H]2C1" gap_ev=10.62
C 0.0314 -0.0970 -1.1957 -0.713
C -1.0936 -0.5866 -0.3075 -0.380
C -0.9118 -0.2570 0.9728 -0.621
C 0.4319 0.3827 1.1420 -0.033
O 1.5351 -0.4003 0.6505 -0.440
C 0.9752 0.5735 -0.2112 -0.054
H 0.5689 -0.9327 -1.6586 0.244
H -0.3273 0.5612 -1.9949 0.330
H -1.9161 -1.1841 -0.6897 0.373
H -1.6228 -0.4302 1.7751 0.406
H 0.7309 0.9512 2.0156 0.459
H 1.5984 1.4194 -0.4983 0.429

S:
12
Properties=species:S:1:pos:R:3:mulliken_charge:R:1 method="wB97M-V/def2-TZVPD" lumo_ev="0.92 / 0.92" charge=0 gap_ev="8.24 / 8.24"
C -0.8555 -0.0706 -0.9140 -0.522
C -0.6967 -0.8062 0.8288 -0.747
C 1.0477 -0.4606 0.0343 -0.476
O 1.3073 0.5785 -0.8323 -0.429
C -0.0082 1.0369 -0.3562 -0.174
C 0.2121 0.2816 1.0015 -0.023
H -1.9004 -0.0440 -0.7089 0.354
H -0.6530 -0.3091 -1.9396 0.344
H -0.5579 -1.7159 1.3530 0.295
H 1.7487 -1.2639 0.1151 0.483
H -0.1889 2.0979 -0.5202 0.474
H 0.5448 0.6753 1.9384 0.422

Most stable: R

P:
15
Properties=species:S:1:pos:R:3:mulliken_charge:R:1 method="wB97M-V/def2-TZVPD" lumo_ev=1.09 charge=0 smiles=c1coc(N2CC2)c1 gap_ev=9.65
C 2.0914 -0.4229 -0.6522 -0.316
C 2.1841 -0.0771 0.8229 -0.393
C -0.1692 0.4298 0.0195 0.425
C -1.2202 1.1536 -0.0986 -0.329
C -2.3711 0.2263 0.1590 -0.395
C -1.7640 -0.9490 0.0257 -0.389
H 2.9537 -0.0111 -1.1950 0.233
H 1.5416 -1.2325 -1.0700 0.270
H 3.1149 0.3380 1.1427 0.293
H 1.5955 -0.7920 1.3474 0.252
H -1.2201 2.2132 -0.4084 0.365
H -3.3968 0.3957 0.1562 0.433
H -2.3186 -1.9401 0.0685 0.326
N 1.2405 0.8175 -0.1572 -0.511
O -0.4325 -0.8571 -0.0748 -0.265

Q:
15
Properties=species:S:1:pos:R:3:mulliken_charge:R:1 method="wB97M-V/def2-TZVPD" lumo_ev=1.00 charge=0 smiles="C=C(N)c1ccco1" gap_ev=8.81
C -0.0545 0.0607 -0.3753 0.336
C 0.9518 -0.6629 0.4575 0.722
N 0.5641 -1.9293 0.8766 -0.530
C -2.0716 0.3880 -1.1193 -0.371
C -0.3810 1.3532 -0.0526 -0.299
C -1.6700 1.5788 -0.6066 -0.545
C 2.1712 -0.1506 0.6744 -1.144
O -1.1464 -0.5620 -0.8925 -0.321
H -0.1336 -2.3723 0.2967 0.270
H 1.3354 -2.5521 1.0813 0.219
H -2.9601 0.0824 -1.6321 0.429
H 0.2554 2.0963 0.3827 0.355
H -2.1896 2.5136 -0.6656 0.395
H 2.9441 -0.7384 1.1110 0.271
H 2.3846 0.8946 0.4637 0.213

R:
15
Properties=species:S:1:pos:R:3:mulliken_charge:R:1 method="wB97M-V/def2-TZVPD" lumo_ev=0.68 charge=0 smiles="C#CC=C.CN=C=O" gap_ev=9.85
C 1.4189 0.2849 -1.7988 -0.073
C 0.4269 -0.2332 -1.3762 -0.190
C -0.9942 1.7866 1.0817 0.515
C -1.9743 -0.3037 -1.5463 -0.711
C -0.8741 -0.7033 -0.9531 -0.234
C 0.8364 0.1715 1.8508 -0.779
N -0.2434 0.8743 0.9693 -0.155
O -1.8518 2.5350 0.9182 -0.451
H 2.1196 0.9011 -2.2820 0.427
H -2.8887 -0.5678 -1.1302 0.325
H -1.9380 0.3925 -2.4124 0.245
H -0.7903 -1.6184 -0.2573 0.193
H 1.0150 0.8262 2.6618 0.414
H 0.4241 -0.8650 2.0129 0.258
H 1.8982 0.2329 1.2911 0.217

S:
15
Properties=species:S:1:pos:R:3:mulliken_charge:R:1 method="wB97M-V/def2-TZVPD" lumo_ev="0.08 / 0.08" charge=0 gap_ev="8.45 / 8.45"
C -0.4916 -2.1911 0.4224 -1.210
C -0.7616 0.5316 0.4796 0.277
C 0.8228 -0.0051 0.5296 0.322
N 1.8326 0.7195 0.0164 -0.416
C 0.2254 -1.0282 -0.1907 -0.253
C -0.8057 1.7459 -0.3117 -0.705
C -0.9033 2.8029 -0.8769 0.392
O -1.6353 0.2675 1.2817 -0.579
H 2.2707 0.4513 -0.8586 0.179
H 1.9285 1.6849 0.2903 0.265
H 0.5931 -1.2132 -1.2058 0.285
H -1.2632 -2.5725 -0.2524 0.317
H 0.2127 -2.9981 0.6226 0.352
H -0.9722 -1.9525 1.3648 0.333
H -1.0527 3.7571 -1.3114 0.440

Most stable: Q

P:
13
Properties=species:S:1:pos:R:3:mulliken_charge:R:1 method="wB97M-V/def2-TZVPD" lumo_ev=0.32 charge=0 gap_ev=8.02
C 0.2886 -1.3900 -0.5378 0.006
C 0.2878 1.0009 -0.7125 -0.194
C -1.3469 -1.4207 1.3424 -0.144
C 0.8885 1.9669 -1.6865 -0.944
N -0.3468 -1.5225 0.5741 -0.140
N -1.3581 -1.1320 2.6289 -0.322
O 0.3783 -0.2339 -1.2910 -0.158
H 0.8750 -2.1194 -0.9032 0.442
H 0.1619 2.5233 -2.3058 0.278
H 1.3999 2.7048 -1.2023 0.358
H 1.5720 1.4714 -2.2543 0.326
H -0.5362 -0.7188 3.1851 0.229
H -2.2641 -1.1300 3.1629 0.263

Q:
13
Properties=species:S:1:pos:R:3:mulliken_charge:R:1 method="wB97M-V/def2-TZVPD" lumo_ev=0.24 charge=0 gap_ev=7.56
N 1.8630 -0.2249 -1.5154 -0.584
C 0.9573 -0.1900 -0.4265 0.382
C 0.9994 -0.6336 0.8450 -1.329
C -0.4063 -0.3243 1.3265 -0.238
C -1.1449 0.3474 0.2302 0.351
O -2.3814 0.8432 0.1703 -0.494
N -0.3420 0.4052 -0.7869 -0.026
H 2.4464 -1.0442 -1.4061 0.304
H 2.5022 0.5633 -1.4974 0.253
H -0.7661 -1.3434 1.4703 0.307
H -0.4993 0.1574 2.2912 0.462
H -2.8135 0.7098 1.0261 0.355
H -0.5908 0.7755 -1.6970 0.257

Most stable: Q

P:
13
Properties=species:S:1:pos:R:3:mulliken_charge:R:1 method="wB97M-V/def2-TZVPD" lumo_ev=0.52 charge=0 smiles="OC1=CN1.CC#N" gap_ev=8.76
C -0.4344 -1.1594 1.9586 -0.765
C -1.3545 -0.0427 1.7587 0.411
N -2.0835 0.8390 1.5859 -0.465
C -0.2100 0.8781 -1.1780 -0.317
C 0.7920 0.5359 -1.8915 0.332
O 1.4848 0.3657 -3.0071 -0.462
N 1.0430 0.2000 -0.5157 -0.507
H -0.8882 -1.9075 2.6117 0.309
H 0.4907 -0.7988 2.4111 0.248
H -0.1791 -1.5978 0.9926 0.289
H -1.2110 1.1077 -0.8669 0.413
H 0.9310 0.6345 -3.7547 0.334
H 1.6191 0.9454 -0.1047 0.182

Q:
13
Properties=species:S:1:pos:R:3:mulliken_charge:R:1 method="wB97M-V/def2-TZVPD" lumo_ev=0.61 charge=0 smiles="C=C(O)NC=C=N" gap_ev=7.94
C 1.2397 -0.0172 -0.0393 0.807
C -1.1159 -0.6191 -0.1061 -0.222
C -2.3454 -0.1580 0.0394 0.169
C 2.1894 0.9206 -0.0255 -1.125
O 1.4598 -1.3305 0.2599 -0.497
N -0.0633 0.2393 -0.4112 -0.285
N -3.4720 0.0342 0.4822 -0.490
H 2.4019 -1.4587 0.4149 0.309
H -4.2344 0.2111 -0.1733 0.272
H -0.8665 -1.6614 0.0307 0.359
H -0.3711 1.2196 -0.3924 0.233
H 1.9642 1.9416 -0.2644 0.241
H 3.2135 0.6784 0.1849 0.229

R:
13
Properties=species:S:1:pos:R:3:mulliken_charge:R:1 method="wB97M-V/def2-TZVPD" lumo_ev=0.29 charge=0 gap_ev=9.22
C -2.0016 -0.2477 -0.7863 -0.527
O -1.0436 -0.8895 -0.1409 -0.273
C 0.1946 -0.2896 -0.1722 0.446
C 0.6797 0.8913 -0.6484 -0.130
N 2.0203 0.9761 -0.3490 -0.604
C 2.3177 -0.1232 0.2930 -0.253
N 1.2327 -0.9395 0.4344 -0.030
H -2.4059 1.1442 0.4359 -0.055
H -2.7099 0.8871 1.0758 0.123
H -2.9049 -0.8485 -0.5336 0.266
H 0.1467 1.6656 -1.1796 0.478
H 3.2927 -0.3908 0.6780 0.364
H 1.1816 -1.8355 0.8930 0.196

S:
13
Properties=species:S:1:pos:R:3:mulliken_charge:R:1 method="wB97M-V/def2-TZVPD" lumo_ev="-0.29 / -1.88" charge=0 gap_ev="8.62 / 5.65"
C 0.6910 1.9219 0.7512 0.501
C 1.0726 -0.4637 0.5351 -0.375
C -0.1450 -1.2968 -0.0957 -0.543
C -1.3070 0.3495 -1.0873 -0.280
N 0.7697 3.0639 0.6053 -0.523
N 0.4847 0.7030 1.0446 -0.526
O -0.4708 -0.6037 -1.2903 -0.263
H 1.4866 -0.9280 1.4700 0.310
H 1.8303 -0.5669 -0.1787 0.378
H 0.0940 -2.2955 -0.3876 0.354
H -0.9133 -1.1805 0.6695 0.394
H -1.8839 0.4095 -0.0835 0.281
H -1.7089 0.8873 -1.9525 0.290

Most stable: Q